# 1
{
  "formula": "C27H38AsAuCl2P",
  "method": "ωB97M-V/def2-TZVPD",
  "e_homo_ev": [-0.229, -5.359],
  "gap_ev": [2.86, 6.31],
  "s2": 2.014,
  "e_above_lowest_kj_mol": 37.1,
  "spin_multiplicity": 3,
  "charge": -1,
  "symbols": ["C", "C", "C", "H", "C", "H", "H", "H", "C", "H", "C", "C", "C", "H", "H", "H", "H", "H", "H", "H", "C", "H", "C", "H", "C", "Au", "H", "C", "H", "C", "H", "H", "C", "H", "C", "H", "C", "C", "H", "C", "H", "C", "C", "H", "H", "H", "H", "C", "H", "H", "H", "Cl", "H", "H", "C", "C", "H", "C", "C", "H", "C", "Cl", "As", "H", "P", "H", "H", "H", "C", "H"],
  "xyz": [[1.46296, -0.52559, 1.97638], [-0.32519, 1.75742, 2.01644], [-1.13903, -2.11111, -5.05201], [0.87968, 2.44798, -4.89984], [-2.73693, -0.50097, 1.41002], [-2.97789, 0.15960, -4.70013], [-0.19621, -2.62526, -5.18710], [1.41662, -2.51113, -4.28878], [-1.21335, -1.88296, 2.71595], [1.37912, -0.04599, -7.13133], [-3.62546, -2.11041, 2.99921], [1.78799, -0.78718, -6.43007], [-2.48911, -0.07838, -5.65581], [2.32510, 0.41091, -4.68854], [0.90103, 0.53770, 3.77546], [-2.17720, -3.20880, 4.15180], [-4.48507, -2.64240, 3.42664], [-2.87230, 0.29626, 0.66941], [-2.07156, 1.07376, 3.08707], [4.34314, -2.33858, 1.59824], [-0.44867, 3.97770, 3.75820], [0.84329, 1.83603, -7.23406], [1.60685, -0.16240, 3.32232], [1.42077, 4.56241, 2.87258], [2.45944, -1.29813, 1.36025], [-0.10088, 0.66877, -1.87984], [-1.27990, 2.80190, -3.55461], [-1.07548, -0.65283, -5.48357], [1.34882, -1.77290, -6.65586], [0.64142, 2.76841, 1.93791], [-1.85665, -2.66375, -5.67174], [-1.18729, 3.81989, -5.01545], [-0.14513, 1.98295, -6.77519], [-2.51367, 0.82716, -6.26412], [3.67753, -1.45298, 3.46419], [-0.85654, 2.31755, -1.78025], [-1.25607, 2.79090, -4.65003], [-1.34993, 1.86833, 2.95992], [-0.50007, 2.97923, -7.06647], [-1.42935, -0.89522, 1.73823], [2.83169, -0.39729, 5.12933], [2.70045, -0.65534, 4.07024], [1.66904, -0.43672, -4.94035], [-0.45750, 4.80422, 4.47591], [2.85970, -0.86967, -6.65052], [2.35598, -1.46186, 0.28219], [1.95703, -1.41365, -3.01850], [-3.83230, -1.09975, 2.04846], [3.08797, -1.92946, -4.28529], [4.56286, -1.79686, 4.00174], [-0.59242, -0.62901, -6.48086], [2.04816, 1.73682, -2.57063], [-4.85032, -0.78347, 1.79000], [1.42837, 2.65368, 1.19760], [3.56337, -1.76160, 2.09782], [0.59461, 3.85100, 2.83308], [-0.87795, 2.01912, -0.94995], [-1.44173, 2.99601, 3.79423], [-0.07757, 2.00387, -5.22076], [-3.10974, -0.79861, -6.21171], [2.04864, -1.64138, -4.08478], [-0.15380, -1.74988, -1.93918], [-0.01661, 0.16661, 0.82512], [-1.39398, -2.23240, -3.99288], [0.04473, 0.36531, -4.31763], [-0.85737, 1.25782, -7.18221], [-2.21419, 2.39797, -5.01621], [-2.23789, 3.06463, 4.53463], [-2.32102, -2.46612, 3.36139], [-0.19776, -2.20360, 2.96947]],
  "mulliken_spin": [0.03, 0.03, 0.01, 0.01, 0.12, 0.00, 0.00, 0.00, 0.03, 0.00, 0.01, 0.00, 0.01, 0.00, 0.04, 0.00, 0.00, -0.01, 0.01, 0.00, 0.10, 0.00, 0.10, 0.00, -0.01, 0.33, -0.01, 0.03, 0.00, 0.17, 0.00, 0.00, 0.00, 0.00, 0.07, 0.00, 0.00, -0.02, 0.00, -0.10, 0.00, -0.03, 0.02, 0.01, 0.00, 0.01, 0.00, 0.02, 0.00, 0.01, 0.00, 0.03, 0.00, 0.03, 0.02, -0.05, 0.14, 0.01, 0.03, 0.00, 0.01, 0.22, 0.45, 0.00, 0.14, 0.00, 0.00, 0.00, 0.00, 0.00]
}

***

# 2
{
  "formula": "C27H38BrF4NO10P2",
  "method": "ωB97M-V/def2-TZVPD",
  "e_homo_ev": -8.344,
  "gap_ev": 6.61,
  "smiles": "[H]/N=C(/C)CP(F)(CCCCCCCCCCOC)(P(O)Br)C(F)(F)F.O=C1C=C(O)C(=O)C=C1O.O=C1C=C(O)C(=O)C=C1O",
  "charge": 0,
  "symbols": ["H", "C", "H", "H", "O", "O", "O", "H", "P", "H", "O", "H", "C", "N", "O", "O", "C", "H", "C", "F", "H", "H", "H", "H", "F", "C", "H", "H", "C", "C", "H", "O", "H", "C", "H", "C", "C", "H", "H", "C", "H", "H", "H", "C", "C", "H", "O", "C", "H", "C", "C", "F", "C", "F", "H", "C", "C", "C", "H", "C", "C", "P", "H", "H", "C", "Br", "H", "H", "H", "H", "C", "C", "H", "H", "O", "H", "H", "C", "H", "C", "H", "O", "H"],
  "xyz": [[2.92046, -9.45569, 3.19963], [-3.89730, 9.14758, -3.56773], [4.80735, -2.58573, 1.49257], [2.95690, -4.04230, 1.16492], [-5.13698, 8.35084, -0.33431], [-6.49392, 9.67335, -6.65826], [-0.97066, 5.16355, 0.33100], [-3.14146, 8.94341, 1.26630], [2.19121, -7.24709, 0.33294], [1.65738, -10.67101, 3.53971], [-2.97347, 7.25575, -4.71765], [1.32109, -8.98171, 3.78576], [3.35268, -0.56183, 1.96348], [0.08816, -9.81123, 1.62161], [-0.11266, 0.90955, -0.12386], [-6.57825, 11.39804, -4.63643], [-3.07451, 7.99799, 0.74725], [-7.06087, 11.28691, -5.47992], [-4.10055, 6.32096, -0.85532], [2.34803, -5.70837, -1.88672], [1.27209, -0.55083, 1.35463], [3.19101, 1.26288, 0.32204], [2.35307, -4.12609, 3.76024], [1.14607, -5.96843, 3.63572], [4.14485, -5.82059, -0.80879], [-1.95367, 5.86330, 0.16459], [-4.84189, 10.90948, -2.70620], [3.70563, -5.21548, 3.88394], [2.00867, 0.13330, 1.75983], [-4.84843, 10.24770, -3.56071], [1.18386, -5.18252, 1.10581], [-3.11477, 8.93361, -2.65909], [1.88387, -9.58609, -0.31364], [1.86175, -9.67937, 3.15491], [1.92663, 2.22044, 1.11777], [-3.87773, 8.23035, -4.75537], [-3.05857, 5.49354, -0.70882], [-5.74603, 6.79890, -1.56281], [3.99355, 0.12684, 2.51217], [-4.72145, 8.39058, -5.78197], [-1.31783, -5.95071, -1.09894], [-0.18540, -9.68620, 0.64703], [1.52427, 0.02848, -0.92677], [1.98195, -6.07835, 2.94763], [3.08806, -6.53340, -1.20178], [2.45275, -7.00361, 3.23885], [-5.13733, 6.03636, -1.63764], [3.61842, -4.26442, 1.99810], [-1.75218, 2.08315, 0.15149], [2.16914, 1.25538, 0.68553], [4.27921, -2.91830, 2.38361], [3.66321, -7.20109, 1.12801], [-0.70994, 2.19969, -0.13449], [3.57929, -7.47615, -1.95631], [4.43338, -4.91887, 1.71425], [2.92461, -4.86959, 3.21251], [-4.16946, 7.63867, -0.14224], [1.29609, -9.53728, 1.77024], [2.24721, -2.26531, 2.75785], [-5.69078, 10.41072, -4.58904], [1.24644, 0.99362, -0.49878], [0.20044, -7.44954, -0.72847], [0.35838, -6.57823, 1.67695], [1.65281, 0.61628, 2.66304], [1.35459, -6.15377, 1.55265], [0.55756, -8.22525, -2.82586], [5.00481, -3.14310, 3.16243], [-0.23683, 2.86595, 0.57970], [3.21770, -9.37133, 0.77657], [-4.71837, 7.73554, -6.64160], [-2.03451, 7.16971, 0.89759], [2.18490, -9.09866, 0.61210], [1.42092, 1.74597, -1.27113], [-0.67698, 2.62298, -1.13882], [-0.36466, -5.91512, -0.93138], [-0.39448, 6.68989, 1.62274], [-2.49637, 7.36251, -3.87073], [3.24921, -1.84773, 2.78942], [3.81427, -0.72267, 0.99057], [-5.68979, 9.47914, -5.76659], [-2.99758, 4.54237, -1.21953], [-1.00811, 7.44702, 1.69837], [3.44982, -1.57926, 3.82367]],
  "mulliken_charge": [0.31, 0.99, 0.50, 0.18, -0.65, -0.62, -0.60, 0.43, 1.05, 0.46, -0.58, 0.27, -0.82, -0.73, -0.41, -0.58, -1.01, 0.36, 0.43, -0.21, 0.45, 0.49, 0.34, 0.57, -0.23, 1.06, 0.45, 0.32, -0.65, -1.01, 0.99, -0.64, 0.63, -1.41, 0.29, 0.41, -0.92, 0.37, 0.22, -0.92, 0.36, 0.34, 0.43, -0.76, 0.61, 0.04, -0.60, -0.17, 0.29, -0.72, -1.16, -0.49, -0.73, -0.23, 0.26, -0.78, 0.98, 0.83, 0.41, 0.40, -0.75, -0.08, 0.78, 0.25, -1.63, -0.28, 0.47, 0.32, 0.47, 0.42, 0.30, -1.19, 0.41, 0.30, -0.37, 0.35, 0.34, -0.61, 0.45, 0.99, 0.45, -0.60, 0.32]
}

***

# 3
{
  "formula": "C27H39AgClPSi2Te",
  "method": "ωB97M-V/def2-TZVPD",
  "e_homo_ev": -6.967,
  "gap_ev": 7.36,
  "e_above_lowest_kj_mol": 40.6,
  "charge": 0,
  "symbols": ["C", "C", "P", "H", "C", "H", "H", "H", "Te", "H", "C", "H", "H", "C", "H", "H", "H", "H", "H", "H", "C", "H", "C", "C", "Si", "C", "C", "C", "C", "C", "C", "H", "H", "H", "C", "C", "C", "H", "H", "H", "H", "C", "Cl", "C", "Ag", "C", "H", "H", "H", "C", "C", "Si", "H", "C", "H", "H", "H", "C", "H", "C", "H", "H", "H", "H", "H", "H", "H", "H", "H", "C", "C", "H"],
  "xyz": [[6.15904, 0.38712, -3.50014], [-1.13707, 1.23429, -0.44267], [2.62472, 0.57358, -1.37621], [4.24506, -0.56349, -3.57995], [3.34283, -2.18514, -1.63507], [0.48334, -0.72126, -2.71052], [-6.54983, -2.30945, 0.62869], [-4.20989, -2.47714, 3.23182], [-1.54138, -1.84650, 1.65703], [-4.35250, -6.02319, 0.85780], [1.92397, -3.78778, -2.72953], [-2.57070, -2.84777, -0.57931], [-1.12640, 1.77970, -1.38476], [-2.61249, -3.25795, 0.43006], [2.12416, -5.09564, 1.07469], [4.28656, -1.92830, -1.16964], [1.74835, -3.38246, 1.27262], [1.83549, -6.19237, 3.85716], [0.75332, -4.38006, 0.22288], [-5.60919, -2.32497, -0.86694], [2.79675, -0.44669, 2.66335], [-0.46148, -7.16251, 2.17662], [4.87144, 0.13983, -3.04703], [4.38041, 0.79174, -1.91536], [0.18091, -4.78515, 2.61296], [2.82513, 1.94071, 2.46932], [-4.96264, -5.23688, 0.40759], [2.79813, -0.56217, 1.27500], [6.96660, 1.30796, -2.85081], [3.11558, -3.47337, -2.08548], [2.82053, 0.79927, 3.26212], [-4.01453, -4.23044, 3.35242], [-1.32019, 1.97646, 0.33479], [-5.18313, -1.20800, 0.42764], [-0.82751, -3.27766, 3.12739], [0.96714, -2.80893, -2.93732], [2.38133, -1.18898, -1.82943], [7.97418, 1.49184, -3.20037], [-2.04710, -4.18843, 0.44112], [2.82122, 0.88451, 4.34090], [-6.00246, -5.41775, 0.68911], [-4.57678, -3.43431, 2.85824], [-2.73513, 0.32870, -0.55374], [-0.97573, -6.20011, 2.12967], [0.44452, -0.34848, 0.08716], [2.78653, 1.83394, 1.09150], [1.94777, -4.50568, 4.35222], [-1.70217, -3.60908, 3.69195], [-4.89072, -5.33769, -0.67777], [-5.54233, -2.21669, 0.21767], [1.19485, -1.51061, -2.49442], [-4.41431, -3.51890, 0.97820], [-0.22940, -2.66313, 3.80657], [1.24689, -5.30071, 4.08560], [0.64571, -5.51939, 4.97084], [4.81973, 2.28161, -0.43017], [2.72945, 2.73264, 0.48892], [1.30687, -4.37554, 1.16224], [-1.83530, -6.25291, 2.80236], [2.79332, 0.58121, 0.46314], [3.86655, -4.23879, -1.93491], [2.87070, -1.54591, 0.83435], [0.04880, -3.05071, -3.45726], [7.08306, 2.73690, -1.25564], [6.53386, -0.14418, -4.36626], [1.74006, -4.80039, -3.06544], [-1.35647, -6.08202, 1.11378], [2.77989, -1.34289, 3.27172], [2.83587, 2.91960, 2.93145], [5.18830, 1.74274, -1.29185], [6.47059, 1.99564, -1.75392], [-5.62317, -3.53132, 3.15542]],
  "mulliken_charge": [-0.65, -1.08, 0.15, 0.40, -0.48, 0.52, 0.32, 0.36, 0.23, 0.29, -0.52, 0.54, 0.39, -0.64, 0.47, 0.56, -0.56, 0.32, 0.19, 0.31, -0.42, 0.41, -0.37, 0.87, 0.05, -0.72, -1.04, 0.56, -0.49, -0.87, -0.70, 0.27, 0.44, 0.26, -0.80, -0.70, 0.59, 0.38, 0.03, 0.40, 0.32, -1.06, -0.25, -1.13, 0.39, -0.54, 0.30, 0.38, 0.33, -0.96, -0.47, 0.27, 0.46, -1.11, 0.32, 0.22, 0.54, -0.01, 0.34, -0.17, 0.42, 0.06, 0.44, 0.40, 0.38, 0.41, 0.36, 0.53, 0.39, -0.62, -0.61, 0.38]
}

***

Across the entries above, E_tot takes the values -127478.0320, -150069.7767, -77491.3430 eV, respectively.